1.
ORCA calculation (ωB97M-V/def2-TZVPD) on a structure of composition C25H74Br2F6GaO15Si in a non-equilibrium geometry.

Calculated values
* net charge: -1

Geometry (Å):
C 1.604 0.968 2.633
C 0.411 0.356 2.449
Ga -0.081 -1.076 1.082
C -1.657 -0.427 -0.068
C -3.023 -0.343 0.632
C -3.979 -1.522 0.447
F -4.617 -1.813 1.627
Br -3.148 -3.165 -0.154
C -5.122 -1.122 -0.514
F -4.614 -0.612 -1.651
F -5.870 -0.165 0.067
Br -6.358 -2.547 -1.002
C -0.540 -2.668 2.277
O -1.867 -2.576 2.936
C -2.255 -3.662 3.569
F -3.456 -3.421 4.148
F -2.415 -4.748 2.784
F -1.422 -4.051 4.566
Si 1.721 -1.720 -0.409
C 3.111 -0.451 -0.566
C 0.965 -2.050 -2.116
C 2.455 -3.393 0.136
H 1.994 1.649 1.874
H 2.243 0.826 3.509
H -0.374 0.512 3.207
H -1.355 0.599 -0.293
H -1.741 -0.931 -1.034
H -2.908 -0.194 1.707
H -3.560 0.533 0.255
H -0.486 -3.607 1.724
H 0.205 -2.716 3.077
H 3.477 -0.190 0.428
H 2.741 0.460 -1.042
H 3.931 -0.823 -1.186
H 0.851 -1.124 -2.684
H -0.021 -2.505 -1.970
H 1.553 -2.760 -2.705
H 3.361 -3.658 -0.420
H 2.654 -3.420 1.209
H 1.713 -4.170 -0.077
C 3.199 4.490 4.608
O 2.117 3.643 4.274
H 3.999 4.284 3.899
H 2.920 5.546 4.524
H 3.564 4.295 5.623
H 1.402 3.820 4.895
C -0.059 2.276 -3.152
O -0.209 0.874 -3.036
H 0.639 2.583 -2.375
H 0.351 2.566 -4.126
H -1.006 2.802 -2.996
H -0.833 0.575 -3.702
C -5.918 2.567 -3.103
O -5.185 1.683 -3.951
H -5.771 3.574 -3.488
H -6.983 2.330 -3.120
H -5.558 2.527 -2.073
H -5.298 0.793 -3.597
C -8.217 0.091 -5.985
O -7.765 0.830 -4.866
H -9.197 -0.310 -5.733
H -8.318 0.720 -6.875
H -7.550 -0.744 -6.218
H -6.890 1.195 -5.061
C 6.470 1.879 3.979
O 5.363 1.049 3.672
H 7.273 1.647 3.285
H 6.210 2.939 3.876
H 6.825 1.695 4.996
H 4.644 1.275 4.270
C -4.324 -0.365 5.443
O -3.254 -0.332 4.527
H -4.493 0.656 5.791
H -5.249 -0.730 4.983
H -4.102 -0.986 6.317
H -3.096 -1.234 4.222
C -5.731 3.636 6.265
O -4.659 3.691 5.336
H -5.900 4.651 6.618
H -6.650 3.267 5.801
H -5.490 3.001 7.122
H -4.501 2.791 5.027
C 0.994 -3.752 -5.665
O 2.183 -3.251 -5.086
H 0.192 -3.060 -5.415
H 1.085 -3.818 -6.753
H 0.733 -4.739 -5.267
H 2.898 -3.853 -5.314
C 9.624 3.185 3.213
O 9.628 2.717 4.561
H 8.637 3.589 3.004
H 10.370 3.974 3.078
H 9.828 2.367 2.517
H 10.504 2.358 4.727
C 3.177 -5.403 -8.691
O 3.439 -4.375 -7.744
H 2.661 -6.201 -8.165
H 2.534 -5.049 -9.501
H 4.100 -5.807 -9.118
H 3.890 -3.651 -8.186
C -1.615 4.081 2.990
O -2.687 3.210 2.655
H -0.808 3.910 2.282
H -1.926 5.130 2.936
H -1.252 3.871 4.000
H -3.384 3.353 3.300
C 5.369 1.504 -3.655
O 5.530 1.030 -2.331
H 4.345 1.862 -3.738
H 6.049 2.332 -3.882
H 5.518 0.711 -4.395
H 6.426 0.697 -2.227
C 0.542 5.340 7.760
O 0.156 4.972 6.443
H 1.088 6.277 7.681
H -0.328 5.491 8.404
H 1.195 4.590 8.216
H -0.332 4.144 6.499
C 0.243 -7.766 -8.664
O 1.249 -7.848 -9.667
H 0.196 -6.727 -8.345
H -0.737 -8.057 -9.050
H 0.484 -8.387 -7.797
H 1.306 -8.761 -9.962

2.
ORCA calculation (ωB97M-V/def2-TZVPD) on a cluster of 11 separate species, C25H79O32P7 in total in a non-equilibrium geometry.

Calculated values
* structure (SMILES): COP(=O)(OC)OC.COP(=O)(OC)OC.COP(=O)(OC)OC.COP(=O)(OC)OC.COP(=O)(OC)OC.COP(=O)(OC)OC.COP(=O)(OC)OC.CO.CO.CO.CO
* ΔE to the lowest compared entry with this formula, charge and spin: 6.571 eV

Geometry (Å):
C -0.089 -12.357 -16.615
O 1.288 -12.390 -16.934
P 1.806 -13.231 -18.281
O 1.083 -12.788 -19.507
O 3.372 -12.917 -18.352
C 4.190 -13.137 -19.553
O 1.529 -14.797 -17.831
C 1.697 -15.752 -18.927
H -0.766 -12.211 -17.457
H -0.256 -11.460 -16.018
H -0.482 -13.207 -16.057
H 5.089 -13.637 -19.192
H 4.609 -12.216 -19.958
H 3.739 -13.695 -20.374
H 2.398 -16.532 -18.630
H 1.849 -15.478 -19.971
H 0.767 -16.319 -18.900
C 7.947 -23.896 -29.499
O 6.745 -23.848 -28.713
P 5.547 -22.779 -29.051
O 4.987 -22.710 -30.401
O 6.327 -21.393 -28.697
C 6.780 -21.161 -27.377
O 4.482 -22.970 -27.812
C 3.357 -23.764 -28.071
H 7.828 -24.328 -30.493
H 8.776 -24.483 -29.105
H 8.261 -22.868 -29.682
H 6.949 -22.084 -26.823
H 6.058 -20.587 -26.796
H 7.681 -20.549 -27.323
H 2.725 -23.560 -28.935
H 2.731 -23.997 -27.209
H 3.811 -24.745 -28.212
C 20.433 -13.815 -36.539
O 19.241 -14.025 -35.785
P 17.982 -13.003 -35.975
O 18.275 -11.687 -35.359
O 16.699 -13.788 -35.326
C 16.375 -13.792 -33.940
O 17.735 -13.103 -37.624
C 17.877 -14.408 -38.251
H 20.521 -14.500 -37.382
H 21.373 -13.957 -36.005
H 20.344 -12.895 -37.117
H 15.414 -13.370 -33.647
H 17.164 -13.364 -33.321
H 16.328 -14.843 -33.658
H 18.664 -14.413 -39.005
H 16.941 -14.516 -38.799
H 17.985 -15.213 -37.524
C 13.270 -13.728 -26.915
O 11.984 -14.396 -26.615
P 11.592 -14.482 -25.113
O 12.586 -15.300 -24.325
O 11.439 -12.928 -24.698
C 10.963 -12.727 -23.378
O 10.041 -15.037 -25.082
C 9.674 -15.721 -23.839
H 13.061 -13.080 -27.766
H 14.115 -14.357 -27.195
H 13.533 -13.008 -26.140
H 9.905 -12.985 -23.338
H 10.984 -11.661 -23.151
H 11.594 -13.251 -22.660
H 8.642 -15.582 -23.518
H 10.302 -15.576 -22.960
H 9.728 -16.802 -23.967
C 4.676 -15.947 -28.508
O 4.644 -16.276 -27.160
P 3.385 -15.984 -26.207
O 3.489 -16.663 -24.848
O 3.309 -14.336 -26.175
C 2.348 -13.687 -25.391
O 2.164 -16.455 -27.153
C 2.124 -17.790 -27.495
H 5.225 -15.031 -28.729
H 3.693 -15.918 -28.977
H 5.157 -16.785 -29.010
H 2.275 -14.130 -24.397
H 1.422 -13.659 -25.965
H 2.658 -12.643 -25.347
H 2.866 -18.449 -27.043
H 2.134 -17.790 -28.585
H 1.162 -18.193 -27.177
C 12.936 -19.792 -30.169
O 12.556 -20.812 -31.065
P 13.678 -21.394 -32.163
O 14.073 -20.371 -33.224
O 14.881 -21.960 -31.236
C 16.084 -22.383 -31.857
O 12.994 -22.770 -32.746
C 12.128 -22.622 -33.870
H 12.458 -20.008 -29.213
H 12.525 -18.813 -30.413
H 13.983 -19.841 -29.871
H 15.990 -22.580 -32.925
H 16.640 -23.231 -31.456
H 16.700 -21.486 -31.795
H 12.679 -22.781 -34.797
H 11.711 -21.619 -33.957
H 11.258 -23.263 -33.725
C 13.255 -16.832 -19.238
O 12.788 -17.152 -17.963
P 11.652 -18.267 -17.745
O 11.513 -18.519 -16.287
O 10.446 -17.555 -18.570
C 9.083 -18.001 -18.435
O 11.947 -19.569 -18.688
C 11.311 -20.898 -18.443
H 12.693 -17.411 -19.971
H 14.315 -17.050 -19.105
H 12.966 -15.809 -19.479
H 8.571 -17.864 -17.483
H 8.975 -19.073 -18.597
H 8.451 -17.486 -19.159
H 12.157 -21.573 -18.308
H 10.668 -21.160 -19.283
H 10.759 -20.980 -17.507
C 4.304 -21.069 -21.786
O 5.144 -19.917 -21.572
H 3.340 -21.058 -21.279
H 4.118 -21.282 -22.839
H 4.815 -21.968 -21.441
H 4.756 -19.162 -22.020
C 13.491 -20.326 -23.164
O 13.851 -19.691 -24.385
H 13.730 -21.390 -23.176
H 14.104 -19.929 -22.356
H 12.436 -20.151 -22.952
H 13.745 -18.762 -24.168
C 17.930 -15.500 -23.959
O 19.272 -15.819 -23.729
H 17.426 -16.445 -24.163
H 17.486 -14.984 -23.108
H 17.779 -14.865 -24.832
H 19.451 -15.838 -22.786
C 17.893 -9.518 -30.081
O 17.284 -9.642 -28.903
H 18.018 -8.437 -30.139
H 18.801 -10.114 -30.185
H 17.257 -9.758 -30.933
H 16.585 -8.998 -28.764

3.
ORCA calculation (ωB97M-V/def2-TZVPD) on a structure of composition C25H7F15GeN7OPdS5Sb in a non-equilibrium geometry.

Calculated values
* net charge: -1
* ΔE to the lowest compared entry with this formula, charge and spin: 0.461 eV
* expectation value of S²: 0.756
* 2S+1: 2

Geometry (Å):
Pd -1.462 1.339 -0.417
S -5.796 2.191 -1.022
Sb -4.224 0.874 -2.230
S -2.395 2.405 -2.305
S -3.121 -0.227 -0.378
N 2.977 4.496 -2.122
C 2.699 3.389 -1.907
N 2.478 2.127 -1.622
C 1.304 1.617 -1.612
N 0.298 1.019 -1.645
C 1.151 7.037 -0.423
N 0.561 5.808 0.053
C 0.910 5.181 1.308
C 0.243 3.810 1.161
O 0.220 2.960 2.016
N -0.293 3.720 -0.109
C -0.047 4.876 -0.708
N -0.413 5.126 -1.976
H 1.226 7.734 0.410
H 0.502 7.494 -1.171
H 2.139 6.866 -0.855
H 0.505 5.720 2.166
H 1.990 5.062 1.425
H -0.828 4.351 -2.470
H 0.139 5.771 -2.514
S -2.987 2.486 0.759
C -3.302 1.613 2.176
N -3.579 1.105 3.175
F -1.975 -2.351 2.752
C -2.395 -3.102 1.733
C -1.629 -3.192 0.579
C -2.118 -4.025 -0.412
F -1.446 -4.217 -1.556
C -3.310 -4.717 -0.284
F -3.745 -5.513 -1.266
C -4.050 -4.587 0.875
F -5.195 -5.255 1.014
C -3.587 -3.780 1.899
F -4.289 -3.676 3.027
Ge -0.034 -2.036 0.440
S -0.335 -0.002 1.161
C 0.796 -2.307 -1.341
C 0.108 -1.961 -2.496
F -1.182 -1.643 -2.428
C 0.671 -2.000 -3.755
F -0.036 -1.657 -4.834
C 1.979 -2.423 -3.896
F 2.542 -2.477 -5.102
C 2.689 -2.822 -2.782
F 3.941 -3.269 -2.917
C 2.088 -2.768 -1.536
F 2.833 -3.206 -0.510
C 1.285 -2.637 1.785
C 2.478 -1.934 1.882
F 2.761 -0.973 1.000
C 3.434 -2.210 2.840
F 4.578 -1.525 2.890
C 3.201 -3.223 3.754
F 4.110 -3.505 4.687
C 2.029 -3.951 3.687
F 1.809 -4.939 4.559
C 1.098 -3.651 2.706
F -0.003 -4.417 2.679

4.
ORCA calculation (ωB97M-V/def2-TZVPD) on a cluster of 14 separate species, C25H80BBrN3O17P2 in total in a non-equilibrium geometry.

Calculated values
* net charge: +1

Geometry (Å):
C 6.920 -0.619 0.693
C 6.248 0.081 -0.653
O 5.435 -0.903 -1.393
C 4.107 -0.884 -0.715
C 3.090 -1.878 -1.545
O 1.908 -1.095 -1.943
C 1.040 -0.794 -0.769
C -0.434 -0.391 -1.362
C -0.985 1.055 -0.778
P -0.313 2.835 -1.013
N -1.029 3.417 -2.381
N -2.110 0.891 -0.005
O -2.562 2.043 0.521
C -3.957 1.944 0.977
C -4.251 3.346 1.842
C -2.594 -0.539 0.084
P -2.355 -1.174 1.908
N -0.801 -1.555 2.216
C -1.731 -1.357 -1.089
Br -2.630 -1.308 -2.920
B -1.529 -2.981 -0.894
C -0.290 -3.801 -1.665
O -2.436 -3.850 -0.065
H 7.344 0.260 1.352
H 7.740 -1.402 0.360
H 6.132 -1.204 1.352
H 7.148 0.438 -1.342
H 5.638 1.047 -0.318
H 3.671 0.204 -0.813
H 4.168 -1.272 0.392
H 3.596 -2.250 -2.553
H 2.829 -2.860 -0.928
H 1.545 0.115 -0.183
H 1.049 -1.696 -0.021
H -0.242 -0.224 -2.512
H 1.111 2.819 -1.294
H -0.631 3.748 0.055
H -1.697 2.692 -2.767
H -4.705 1.970 0.047
H -4.177 1.070 1.724
H -3.868 3.095 2.942
H -3.612 4.253 1.470
H -5.405 3.575 1.946
H -3.695 -0.601 -0.367
H -3.288 -2.251 2.119
H -2.702 -0.112 2.848
H -0.793 -2.558 2.506
H -0.696 -4.885 -1.902
H 0.598 -3.932 -0.909
H 0.062 -3.203 -2.608
H -1.820 -4.598 0.253
C -4.052 1.919 5.735
O -5.128 2.225 4.868
H -3.131 2.333 5.318
H -4.236 2.362 6.717
H -3.953 0.834 5.826
H -5.931 1.845 5.264
C 5.634 3.407 -2.692
O 6.786 3.686 -1.918
H 5.618 2.342 -2.935
H 4.739 3.661 -2.118
H 5.664 3.989 -3.616
H 6.772 4.637 -1.718
C 4.135 -0.822 3.809
O 5.285 -1.593 3.513
H 4.127 0.064 3.170
H 3.238 -1.415 3.616
H 4.162 -0.513 4.857
H 5.265 -2.372 4.095
C -2.178 1.721 9.631
O -3.254 2.027 8.764
H -1.257 2.135 9.214
H -2.362 2.165 10.613
H -2.079 0.637 9.722
H -4.057 1.648 9.160
C -1.566 -3.207 -6.491
O -0.414 -2.928 -5.717
H -1.582 -4.272 -6.734
H -2.461 -2.954 -5.917
H -1.536 -2.625 -7.415
H -0.428 -1.977 -5.517
C 1.122 -4.606 4.193
O 0.046 -4.300 3.326
H 2.043 -4.192 3.776
H 0.938 -4.162 5.175
H 1.221 -5.690 4.284
H -0.757 -4.680 3.722
C 5.324 2.948 2.805
O 4.254 2.051 2.577
H 6.268 2.430 2.620
H 5.239 3.799 2.125
H 5.297 3.293 3.842
H 3.430 2.539 2.748
C -1.473 1.238 -5.607
O -0.945 -0.069 -5.738
H -1.709 1.421 -4.556
H -0.732 1.967 -5.944
H -2.384 1.325 -6.203
H -0.745 -0.203 -6.680
C -4.566 2.715 -8.671
O -3.414 2.994 -7.898
H -4.582 1.650 -8.914
H -5.461 2.969 -8.098
H -4.536 3.297 -9.595
H -3.428 3.945 -7.697
C 4.312 6.143 -0.933
O 4.976 6.638 -2.082
H 4.840 5.258 -0.572
H 4.313 6.909 -0.153
H 3.286 5.873 -1.193
H 4.486 7.423 -2.380
C -5.166 -6.326 -0.803
O -4.014 -6.047 -0.029
H -5.182 -7.391 -1.046
H -6.061 -6.072 -0.230
H -5.136 -5.744 -1.727
H -4.028 -5.096 0.171
C -4.397 -10.118 -0.087
O -3.244 -9.839 0.686
H -4.412 -11.183 -0.330
H -5.292 -9.864 0.486
H -4.366 -9.536 -1.011
H -3.258 -8.887 0.887
C 0.105 7.204 0.590
O 1.255 6.433 0.294
H 0.097 8.090 -0.049
H -0.792 6.611 0.397
H 0.132 7.513 1.638
H 1.234 5.654 0.876

Electronic energy, record by record: -10086.74808, -5797.43982, -7349.48955, -5724.58063 Eh